75
Properties=species:S:1:pos:R:3:forces:R:3:lowdin_charge:R:1 method="wB97M-V/def2-TZVPD" e_lumo_ha=0.01005 homo_energy_ev=-7.60 homo_lumo_gap_ev=7.88 smiles="C[C@H]1COC(=O)O1.C[C@H]1COC(=O)O1.C[C@H]1COC(=O)O1.C[C@H]1COC(=O)O1.C[C@H]1COC(=O)O1.c1cc[nH]c1" fmax_ev_per_a=6.6
C -3.441 1.892 -6.052 0.012 0.224 -0.642 -0.0199
C -2.553 3.136 -5.842 -1.017 -2.311 -2.336 -0.3310
C -3.256 4.466 -5.572 -0.534 -1.868 -2.151 -0.1076
O -2.555 4.925 -4.490 0.222 1.986 1.463 0.1060
C -1.800 3.982 -3.968 2.617 -1.214 5.949 -0.5150
O -1.233 4.015 -2.836 -2.078 0.501 -4.554 0.0797
O -1.797 2.873 -4.705 0.643 0.701 0.743 0.1023
H -3.876 1.857 -7.051 -0.372 0.555 -0.017 0.0828
H -4.228 1.794 -5.304 0.091 -0.007 0.047 0.0874
H -2.833 0.989 -6.099 0.232 0.085 0.602 0.0863
H -1.898 3.135 -6.714 0.286 0.496 0.019 0.1511
H -4.297 4.195 -5.396 -0.197 0.649 0.631 0.1352
H -3.205 5.132 -6.433 0.101 0.177 0.270 0.1425
C -3.178 -0.993 -0.878 -0.131 0.944 -0.014 -0.0175
C -1.832 -0.716 -0.178 -0.547 -0.015 -0.759 -0.2821
C -1.858 0.254 1.037 -0.269 -0.649 -0.809 -0.0669
O -1.404 -0.588 2.095 -0.040 0.666 0.699 0.0674
C -1.238 -1.856 1.681 -0.504 -1.582 2.237 -0.5886
O -1.038 -2.806 2.407 0.213 1.505 -0.761 0.1352
O -1.476 -1.953 0.404 0.624 -0.792 -1.340 0.0892
H -3.883 -1.500 -0.219 0.159 0.145 0.335 0.0917
H -3.166 -1.596 -1.786 0.703 -0.043 0.085 0.0827
H -3.622 -0.042 -1.174 -0.108 0.134 0.022 0.0790
H -1.044 -0.426 -0.872 -0.119 -0.060 -0.190 0.1489
H -2.890 0.585 1.150 0.004 -0.003 0.655 0.1263
H -1.208 1.127 0.968 0.043 -0.208 -0.163 0.1347
C 3.747 6.556 -1.539 0.067 0.092 -0.161 -0.0144
C 4.293 5.673 -0.440 1.038 1.577 -0.934 -0.3551
C 3.885 6.068 0.971 0.907 1.567 -1.064 -0.1200
O 3.556 4.848 1.524 -0.716 -1.063 1.533 0.0932
C 3.479 3.889 0.591 -0.803 -3.104 0.200 -0.5228
O 3.198 2.712 0.793 0.603 2.936 -0.296 0.1252
O 3.759 4.404 -0.612 -0.433 -1.444 0.057 0.0994
H 2.709 6.751 -1.270 -0.021 0.390 -0.326 0.0913
H 3.767 6.081 -2.519 -0.018 -0.387 0.187 0.0881
H 4.335 7.461 -1.696 -0.210 0.227 0.470 0.0887
H 5.380 5.597 -0.475 0.171 -0.065 -0.226 0.1549
H 3.104 6.827 0.926 -0.667 -0.467 0.358 0.1325
H 4.708 6.545 1.503 0.063 -0.302 0.177 0.1387
C -1.626 -1.282 8.401 1.190 -1.401 -1.339 -0.0324
C -1.148 0.121 8.439 -0.191 -0.210 -0.066 -0.3331
C -1.669 1.108 7.336 1.913 -1.503 1.434 -0.0840
O -2.048 2.180 8.166 -0.620 1.069 0.613 0.0347
C -2.085 1.840 9.526 -2.173 1.962 0.096 -0.4750
O -2.500 2.617 10.385 1.649 -2.504 -2.315 0.1262
O -1.780 0.545 9.606 -1.228 2.302 2.605 0.0550
H -1.136 -1.848 9.193 -0.290 -0.020 0.107 0.0919
H -1.281 -1.729 7.468 -0.195 -0.314 -0.153 0.0914
H -2.710 -1.367 8.471 0.124 0.201 0.005 0.1024
H -0.122 0.260 8.781 0.637 -0.388 -1.355 0.1623
H -2.407 0.586 6.726 -0.737 0.611 0.279 0.1302
H -0.854 1.406 6.676 -0.073 0.184 0.063 0.1305
C 4.879 -2.192 -2.004 -0.406 -0.548 -0.104 -0.0144
C 3.396 -1.938 -2.183 -0.110 1.867 -0.685 -0.3217
C 3.008 -0.878 -3.263 -1.038 0.840 0.773 -0.0688
O 2.041 -1.530 -4.113 0.020 -0.581 0.199 0.0474
C 1.872 -2.823 -3.687 0.061 -0.066 -1.885 -0.5409
O 1.175 -3.659 -4.217 0.795 1.523 1.053 0.1384
O 2.734 -3.041 -2.709 -0.094 -2.826 0.806 0.0828
H 5.263 -2.488 -2.980 0.313 -0.009 0.102 0.0926
H 4.998 -3.011 -1.295 0.115 -0.102 -0.109 0.0870
H 5.442 -1.349 -1.603 -0.293 0.185 -0.177 0.0900
H 2.894 -1.707 -1.244 0.219 0.189 0.131 0.1527
H 3.785 -0.379 -3.842 0.216 -0.636 -0.139 0.1303
H 2.445 -0.078 -2.781 0.170 0.175 0.068 0.1239
N -0.148 -8.441 -1.513 -1.014 0.155 0.470 0.0099
C -0.862 -7.459 -0.936 -0.408 3.048 0.725 -0.1637
C -1.379 -7.809 0.320 0.233 1.114 -2.908 -0.0946
C -1.076 -9.137 0.359 0.535 -3.082 1.486 -0.1634
C -0.316 -9.546 -0.723 0.355 -0.318 -0.161 -0.1345
H 0.290 -8.336 -2.418 -0.084 -0.332 0.322 0.1535
H -0.935 -6.491 -1.411 0.153 0.007 -0.074 0.1037
H -2.008 -7.244 0.992 0.236 0.066 -0.200 0.0986
H -1.385 -9.732 1.205 0.230 -0.502 -0.186 0.0917
H 0.142 -10.463 -1.061 -0.224 -0.129 0.524 0.0999